# 1
The following is a DFT calculation (the ωB97M-V functional and the def2-TZVPD basis) of a cluster of 2 separate species, C6H18N2O in total.

## Properties
* M: 134.22 g mol⁻¹
* largest force on an atom: 1.17 eV/Å
* Kohn-Sham gap: 9.698 eV
* SMILES string: COC(C)(C)N.CNC
* LUMO: 0.9182 eV
* E: -11541.2341 eV
* energy relative to the best compared isomer or geometry (same formula, charge and spin): 10.9 kcal/mol

```
! wB97M-V def2-TZVPD RIJCOSX def2/J DEFGRID3
* xyz 0 1
C -1.348 -1.588 0.806
O -0.886 -0.951 -0.356
C -1.334 0.464 -0.576
C -2.857 0.568 -0.503
C -0.837 0.768 -1.987
N -0.731 1.375 0.339
H -2.410 -1.840 0.743
H -1.187 -0.979 1.701
H -0.779 -2.509 0.908
H -3.211 0.423 0.516
H -3.155 1.560 -0.829
H -3.317 -0.177 -1.149
H -1.346 0.138 -2.706
H -1.019 1.812 -2.211
H 0.230 0.574 -2.048
H -1.088 1.249 1.280
H 0.310 1.216 0.358
C 2.227 -0.397 1.738
N 1.837 -0.001 0.397
C 2.968 0.081 -0.506
H 2.906 0.354 2.146
H 1.341 -0.447 2.369
H 2.735 -1.372 1.771
H 1.151 -0.671 0.033
H 3.543 -0.855 -0.567
H 2.615 0.335 -1.504
H 3.641 0.870 -0.162
*
```


# 2
The following is a DFT calculation (the ωB97M-V functional and the def2-TZVPD basis) of an isolated molecule of C4H7N3.

## Properties
* M: 97.12 g mol⁻¹
* largest force on an atom: 4.24 eV/Å
* Kohn-Sham gap: 9.623 eV
* SMILES string: Cn1nccc1N
* LUMO: 0.8299 eV
* E: -8730.7996 eV
* energy relative to the best compared isomer or geometry (same formula, charge and spin): 20.3 kcal/mol

```
! wB97M-V def2-TZVPD RIJCOSX def2/J DEFGRID3
* xyz 0 1
C 0.591 1.921 0.311
N 0.439 0.516 -0.036
N 1.431 -0.258 -0.550
C 0.885 -1.432 -0.751
C -0.432 -1.459 -0.261
C -0.706 -0.230 0.217
N -1.803 0.386 0.752
H -0.427 2.379 0.270
H 0.869 2.115 1.313
H 1.301 2.412 -0.386
H 1.444 -2.257 -1.264
H -1.140 -2.278 -0.235
H -2.714 -0.075 0.281
H -1.829 0.399 1.765
*
```


# 3
The following is a DFT calculation (the ωB97M-V functional and the def2-TZVPD basis) of a cluster of 2 separate species, C2H5NOS in total.

## Properties
* M: 91.13 g mol⁻¹
* largest force on an atom: 3.33 eV/Å
* Kohn-Sham gap (spin up / spin down): 6.609 / 6.594 eV
* LUMO (spin up / spin down): -1.8630 / -1.8724 eV
* E: -16522.3899 eV
* energy relative to the best compared isomer or geometry (same formula, charge and spin): 138.2 kcal/mol

```
! wB97M-V def2-TZVPD RIJCOSX def2/J DEFGRID3
* xyz 0 1
C -0.664 0.146 -0.116
C 0.679 0.691 -0.449
N -0.695 -0.892 0.590
O 1.687 -0.309 -0.367
S -3.721 -0.029 0.222
H 0.765 1.016 -1.533
H 0.701 1.641 0.318
H 0.301 -1.305 0.746
H -1.591 -1.072 1.045
H 2.538 0.112 -0.455
*
```


# 4
The following is a DFT calculation (the ωB97M-V functional and the def2-TZVPD basis) of the ion C4H8N3 with charge +1.

## Properties
* M: 98.13 g mol⁻¹
* largest force on an atom: 6.34 eV/Å
* Kohn-Sham gap (spin up / spin down): 8.783 / 9.123 eV
* LUMO (spin up / spin down): -4.8231 / -7.1876 eV
* E: -8735.3308 eV
* energy relative to the best compared isomer or geometry (same formula, charge and spin): 46.1 kcal/mol

```
! wB97M-V def2-TZVPD RIJCOSX def2/J DEFGRID3
* xyz 1 3
C 1.120 1.363 -0.715
C 2.254 0.533 0.064
C -0.572 -1.421 -0.477
C -1.614 0.343 1.060
N -0.012 0.883 -0.658
N 1.927 -0.475 0.621
N -0.531 -0.080 0.146
H 1.380 2.196 -1.354
H 3.235 1.025 -0.302
H -1.287 -1.524 -1.233
H 0.367 -1.589 -1.072
H -0.714 -2.238 0.239
H -2.613 0.001 0.551
H -1.426 -0.386 1.859
H -1.514 1.369 1.270
*
```


# 5
The following is a DFT calculation (the ωB97M-V functional and the def2-TZVPD basis) of a cluster of 2 separate species, C15H21N3O5 in total.

## Properties
* M: 323.35 g mol⁻¹
* largest force on an atom: 0.55 eV/Å
* Kohn-Sham gap: 8.547 eV
* SMILES string: N[C@@H](Cc1c[nH]c2ccccc12)C(=O)O.C[C@@H](O)[C@H](N)C(=O)O
* LUMO: 0.6003 eV
* E: -30604.8754 eV
* energy relative to the best compared isomer or geometry (same formula, charge and spin): 13.5 kcal/mol

```
! wB97M-V def2-TZVPD RIJCOSX def2/J DEFGRID3
* xyz 0 1
N -4.469 -0.057 -1.653
C -3.947 -1.325 -1.189
C -2.419 -1.251 -1.023
C -2.001 -0.273 0.038
C -1.822 -0.547 1.364
N -1.484 0.601 2.044
C -1.439 1.654 1.159
C -1.144 3.005 1.369
C -1.179 3.844 0.270
C -1.501 3.357 -1.012
C -1.793 2.021 -1.215
C -1.764 1.143 -0.117
C -4.531 -1.878 0.126
O -4.201 -2.945 0.579
O -5.423 -1.097 0.756
H -5.449 -0.044 -1.896
H -4.188 0.749 -1.106
H -4.170 -2.084 -1.950
H -2.065 -2.255 -0.767
H -1.985 -0.978 -1.989
H -1.919 -1.492 1.884
H -1.292 0.656 3.030
H -0.895 3.381 2.358
H -0.959 4.894 0.400
H -1.520 4.047 -1.854
H -2.048 1.652 -2.205
H -5.501 -0.278 0.239
C 3.534 -1.511 1.573
C 3.455 -1.721 0.063
O 2.175 -1.420 -0.440
C 4.556 -0.953 -0.719
N 5.918 -1.412 -0.528
C 4.415 0.528 -0.426
O 3.356 1.123 -0.495
O 5.540 1.133 -0.033
H 2.782 -2.132 2.069
H 4.520 -1.780 1.971
H 3.327 -0.466 1.833
H 3.618 -2.785 -0.154
H 2.107 -0.451 -0.450
H 4.299 -1.068 -1.778
H 6.239 -1.232 0.418
H 5.969 -2.413 -0.688
H 5.297 2.058 0.142
*
```


# 6
The following is a DFT calculation (the ωB97M-V functional and the def2-TZVPD basis) of a cluster of 6 separate species, H12O6 in total.

## Properties
* M: 108.09 g mol⁻¹
* largest force on an atom: 2.17 eV/Å
* Kohn-Sham gap: 11.558 eV
* SMILES string: O.O.O.O.O.O
* LUMO: 0.3481 eV
* E: -12480.2513 eV
* energy relative to the best compared isomer or geometry (same formula, charge and spin): 19.9 kcal/mol

```
! wB97M-V def2-TZVPD RIJCOSX def2/J DEFGRID3
* xyz 0 1
O 2.105 -0.021 0.710
H 2.727 -0.675 0.956
H 2.488 0.239 -0.176
O 1.822 1.271 -2.038
H 1.790 0.391 -2.432
H 0.926 1.520 -1.724
O -0.576 -0.445 2.269
H 0.096 -0.011 1.695
H -0.311 -0.369 3.166
O -3.038 -0.248 1.069
H -2.203 -0.170 1.590
H -3.714 0.252 1.569
O 0.499 -1.192 -1.717
H 1.299 -1.771 -1.682
H 0.460 -0.681 -0.906
O -1.169 0.905 -0.807
H -1.824 0.798 -0.108
H -1.379 0.207 -1.434
*
```